# 1
Entry from the Open Molecules 2025 dataset: C5H8N4O in the gas phase in a non-equilibrium geometry (ωB97M-V with the def2-TZVPD basis set).

Its highest occupied orbital energy is -8.78 eV. As for the SMILES: C/C=N/n1c(C)n[nH]c1=O. The calculation puts the LUMO energy at 0.9 eV.

XYZ file:
```
18
Properties=species:S:1:pos:R:3:forces:R:3:mulliken_charge:R:1
C -3.020174 -0.522295 -0.056453 0.035 0.709 4.196 -1.004
C -1.480121 -0.499122 -0.318682 -5.745 -0.482 2.194 0.037
N -0.638295 -0.581114 0.574948 -0.373 -0.155 2.099 -0.799
N 0.613481 -0.435104 0.117930 5.453 -0.903 -0.877 0.568
C 1.448500 0.681402 0.051194 -5.358 3.624 1.384 0.653
C 0.828542 2.107848 0.174590 2.040 -2.130 2.134 -0.993
N 2.651999 0.480633 -0.088282 3.305 -1.638 -0.823 -0.692
N 2.721316 -0.896231 -0.128570 1.168 -1.339 0.074 0.093
C 1.577576 -1.571273 0.100102 -2.039 2.920 -0.355 0.285
O 1.287745 -2.718157 0.182284 0.063 -1.553 0.123 -0.586
H -3.410470 0.488924 -0.391297 0.205 -1.388 0.119 0.266
H -3.271975 -0.576954 1.175964 0.943 0.258 -3.334 0.240
H -3.593248 -1.380724 -0.435185 0.486 0.466 -0.487 0.320
H -1.411564 -0.272770 -1.286985 1.801 0.688 -4.066 0.536
H 0.087797 2.000698 -0.542801 -1.962 0.947 -1.048 0.298
H 1.559387 2.897750 -0.022217 -0.179 -0.398 -0.201 0.316
H 0.490455 2.193046 1.243760 -0.208 0.116 -1.221 0.259
H 3.559042 -1.396550 -0.350307 0.364 0.257 0.087 0.202
```
Forces are in eV/Å.

=====

# 2
Entry from the Open Molecules 2025 dataset: a molecular structure, As5F30Hg in a non-equilibrium geometry (ωB97M-V with the def2-TZVPD basis set).

Its highest occupied orbital energy is -5.28 eV. Its net charge is -3. The calculation puts the LUMO energy at 6.4 eV.

XYZ file:
```
36
Properties=species:S:1:pos:R:3:forces:R:3:mulliken_charge:R:1
Hg -21.015905 -27.719220 7.961480 0.053 -0.163 0.399 2.513
As -18.383417 -27.754966 10.211757 0.181 0.605 -0.353 2.123
F -16.826790 -28.444238 10.017774 0.597 -0.321 -0.016 -0.525
F -17.991433 -27.079221 11.740038 0.126 0.365 0.440 -0.523
F -19.987224 -27.077643 10.218594 -0.312 0.215 0.174 -0.530
F -18.878645 -28.457287 8.659615 0.077 -0.124 -0.402 -0.648
F -18.925451 -29.151140 11.000266 -0.413 -0.801 0.333 -0.471
F -17.826259 -26.337865 9.413038 0.026 0.096 -0.149 -0.482
As -20.638950 -23.723920 7.724613 0.117 -0.220 -0.690 2.050
F -22.309429 -23.399565 7.832430 -0.727 0.264 0.027 -0.481
F -20.240970 -22.053000 7.961008 -0.010 0.434 0.096 -0.548
F -18.982611 -24.118115 7.597666 0.594 -0.212 -0.216 -0.470
F -21.064288 -25.465707 7.485764 0.116 0.195 -0.144 -0.709
F -20.710577 -23.469969 6.025200 -0.041 -0.053 -0.355 -0.483
F -20.569881 -24.023028 9.382075 -0.028 -0.129 1.295 -0.432
As -21.546486 -31.608964 8.589429 0.198 0.044 0.407 2.095
F -19.975416 -31.797325 9.240038 0.522 -0.075 0.273 -0.493
F -22.091847 -33.060165 9.376998 -0.001 -0.270 0.046 -0.550
F -23.070744 -31.390267 7.878822 -0.983 0.050 -0.433 -0.468
F -21.019068 -30.110494 7.785675 0.143 0.364 -0.165 -0.753
F -21.040778 -32.498926 7.210345 0.147 -0.362 -0.519 -0.507
F -22.017073 -30.674932 9.943714 -0.053 0.215 0.357 -0.429
As -24.090208 -27.303456 9.551551 0.736 -0.339 -0.170 2.147
F -22.495448 -27.725475 10.140099 -0.052 -0.096 0.212 -0.543
F -23.284694 -27.272397 7.943330 -0.230 -0.163 -0.177 -0.757
F -25.561775 -26.900404 8.777747 -0.607 0.167 -0.238 -0.522
F -24.808588 -27.287196 11.112069 -0.148 -0.148 0.453 -0.526
F -23.684107 -25.672538 9.725624 0.119 1.049 0.058 -0.477
F -24.425815 -28.961377 9.369625 -0.219 -0.483 -0.153 -0.459
As -20.538202 -27.764051 4.563104 -0.210 0.387 0.272 2.106
F -19.187327 -27.462600 3.549202 0.482 0.095 -0.278 -0.519
F -19.554929 -27.574718 6.023963 0.266 0.094 -0.021 -0.663
F -21.874435 -28.003890 5.697888 -0.180 -0.316 -0.144 -0.608
F -21.580265 -28.020784 3.214271 -0.284 0.019 -0.236 -0.524
F -20.163548 -29.416220 4.574736 0.085 -0.951 0.123 -0.481
F -20.903302 -26.104688 4.583980 -0.086 0.566 -0.106 -0.452
```
Forces are in eV/Å.

=====

# 3
Entry from the Open Molecules 2025 dataset: a molecular structure, C33H27N6OS2Ti (ωB97M-V with the def2-TZVPD basis set).

Its highest occupied orbital energy is -10.81 eV. Its net charge is +1. The calculation puts the LUMO energy at -5.0 eV.

XYZ file:
```
70
Properties=species:S:1:pos:R:3:forces:R:3:mulliken_charge:R:1
Ti -0.742792 -1.606958 -0.306525 -0.518 0.230 0.247 0.524
C 3.703717 -1.973331 -0.929036 -0.005 0.014 0.024 -1.521
C 2.896824 -1.049146 -0.069311 0.014 0.007 0.015 0.536
N 2.467645 -1.464099 1.057739 -0.095 0.003 0.003 -0.581
N 1.919951 -0.511681 1.891563 0.010 -0.090 -0.041 -0.218
C 0.764448 -0.677809 2.378775 0.089 0.098 0.028 0.432
S -0.440365 -1.931574 1.957661 0.117 -0.160 -0.114 -0.323
S 0.178309 0.336330 3.681246 0.024 -0.013 0.024 -0.080
C 1.627029 1.362694 3.987851 0.016 0.022 0.015 -1.052
C 1.817814 2.559511 3.081268 -0.038 -0.011 -0.012 -0.014
C 0.974019 2.855578 2.020323 0.025 -0.013 0.006 1.248
C 1.171191 4.004560 1.264752 0.023 -0.018 0.008 -0.534
C 2.225960 4.856962 1.547240 0.001 0.002 -0.007 -0.752
C 3.088495 4.553856 2.592909 0.001 -0.003 0.004 -0.612
C 2.881532 3.416082 3.355511 0.002 0.004 -0.001 -0.677
C 2.613830 0.302347 -0.613362 0.078 -0.044 0.062 0.545
C 3.623434 1.221139 -0.869131 0.022 0.074 -0.044 -0.812
C 3.333058 2.443450 -1.454871 -0.011 -0.021 0.018 -0.860
C 2.026770 2.746202 -1.813459 -0.019 -0.030 0.025 -0.742
C 1.005092 1.842915 -1.566366 0.011 0.026 -0.035 -0.572
C 1.309820 0.634040 -0.964293 -0.101 0.057 0.060 0.510
O 0.311553 -0.269236 -0.720418 0.152 -0.512 -0.242 0.355
H 3.888162 -2.917891 -0.423043 -0.011 -0.015 0.017 0.377
H 3.211422 -2.147312 -1.889059 -0.010 -0.004 0.008 0.279
H 4.665182 -1.506525 -1.153473 0.000 -0.005 -0.014 0.484
H 1.500046 1.693808 5.020606 0.001 0.012 -0.006 0.626
H 2.499500 0.709983 3.956108 -0.005 0.010 0.003 0.383
H 0.146147 2.196277 1.786199 0.075 0.040 0.016 -0.328
H 0.490542 4.230019 0.453442 -0.006 -0.001 -0.013 0.568
H 2.376479 5.754304 0.961120 0.001 0.002 -0.002 0.428
H 3.916486 5.211704 2.822729 0.001 0.001 0.001 0.407
H 3.549090 3.193581 4.180505 0.000 0.001 0.001 0.452
H 4.643291 0.979269 -0.596904 -0.005 -0.004 -0.001 0.509
H 4.126064 3.156000 -1.634782 -0.003 0.004 -0.001 0.427
H 1.799152 3.694264 -2.282476 -0.002 0.000 0.007 0.453
H -0.021426 2.062765 -1.824734 0.021 -0.002 -0.003 0.533
C -2.500734 3.378841 0.942134 -0.026 -0.021 0.005 -0.433
C -2.548630 3.090229 -0.418183 0.000 0.002 0.006 -1.012
C -2.517038 1.776298 -0.851635 0.064 0.022 -0.010 0.226
C -2.441761 0.741196 0.077959 -0.023 -0.082 0.006 -0.630
C -2.403745 1.024310 1.432737 -0.065 -0.004 0.042 -0.025
C -2.430493 2.345810 1.862341 -0.061 0.008 -0.030 -1.035
N -2.417424 -0.620088 -0.382880 -0.033 0.006 -0.102 0.589
C -3.523906 -1.058237 -1.085445 0.007 0.027 0.045 -0.428
C -4.775964 -0.426751 -1.105071 -0.015 0.015 -0.030 -0.588
C -5.792666 -0.973669 -1.856707 0.018 0.011 0.016 -0.675
C -5.623678 -2.151050 -2.607153 0.021 -0.019 -0.007 -0.660
C -4.416289 -2.798019 -2.586158 -0.039 0.012 -0.010 -0.644
C -3.378464 -2.243035 -1.825103 0.056 -0.042 0.009 1.021
N -2.131718 -2.802539 -1.638786 0.081 0.108 0.043 0.847
N -1.853600 -3.914183 -2.133939 0.027 -0.029 -0.011 -0.978
C -0.603830 -4.377586 -1.685520 -0.011 -0.005 0.026 0.027
C -0.158708 -5.609954 -2.113161 0.015 -0.014 -0.001 -0.491
C 1.013492 -6.107824 -1.560727 -0.011 -0.012 -0.015 -0.274
C 1.675338 -5.364417 -0.599118 0.012 0.026 0.007 -1.173
C 1.170538 -4.126112 -0.235220 0.056 -0.006 -0.036 -0.540
N 0.055038 -3.628299 -0.782676 0.083 0.345 0.013 0.582
H -2.519351 4.406229 1.279944 0.004 0.006 0.001 0.444
H -2.609976 3.892392 -1.142332 -0.002 0.006 0.002 0.435
H -2.552504 1.543299 -1.909867 -0.011 -0.005 0.002 0.596
H -2.359808 0.215694 2.149345 -0.010 -0.005 -0.022 0.898
H -2.389380 2.559800 2.922138 0.002 0.009 -0.003 0.378
H -4.939285 0.474905 -0.533103 0.012 0.003 0.004 0.487
H -6.756360 -0.481006 -1.862428 -0.003 -0.004 -0.006 0.420
H -6.445937 -2.546516 -3.185730 -0.006 0.005 0.004 0.412
H -4.248896 -3.714701 -3.133537 0.008 -0.003 0.005 0.485
H -0.740705 -6.156458 -2.840495 0.001 -0.004 0.003 0.531
H 1.391102 -7.074330 -1.865835 -0.003 -0.002 0.001 0.430
H 2.572432 -5.730748 -0.121425 0.003 0.003 -0.007 0.469
H 1.655451 -3.505573 0.509356 -0.008 -0.016 -0.001 0.912
```
Forces are in eV/Å.

=====

# 4
Entry from the Open Molecules 2025 dataset: C3H4N2O in the gas phase (ωB97M-V with the def2-TZVPD basis set).

Its highest occupied orbital energy is -9.30 eV. As for the SMILES: N[C@]1(C=O)C=N1. The calculation puts the LUMO energy at 0.5 eV.

XYZ file:
```
10
Properties=species:S:1:pos:R:3:forces:R:3:mulliken_charge:R:1
N 1.429114 -0.183280 0.005859 -0.280 -0.027 0.179 -0.531
C 0.054829 0.123613 -0.065480 -0.111 -0.178 0.040 0.662
C -0.851888 -0.944702 -0.542595 0.111 -0.639 -0.313 0.086
O -0.497828 -2.096030 -0.629458 -0.044 0.294 -0.157 -0.508
C -0.469020 1.437346 0.159683 -0.299 -0.135 0.538 -0.414
N -0.821446 0.733411 1.139446 0.683 0.516 -0.195 -0.473
H 1.599661 -1.183514 -0.013904 -0.142 0.099 0.117 0.270
H 1.942229 0.272822 0.751604 -0.202 -0.044 -0.147 0.238
H -1.909940 -0.645364 -0.703962 0.305 0.032 0.069 0.342
H -0.475712 2.485702 -0.101193 -0.021 0.082 -0.132 0.328
```
Forces are in eV/Å.

=====

# 5
Entry from the Open Molecules 2025 dataset: a molecular structure, C5H7N in a non-equilibrium geometry (ωB97M-V with the def2-TZVPD basis set).

Its highest occupied orbital energy is -8.41 eV. The calculation puts the LUMO energy at 0.1 eV.

XYZ file:
```
13
Properties=species:S:1:pos:R:3:forces:R:3:mulliken_charge:R:1
C 1.464517 0.027106 1.533016 -0.557 0.705 -0.889 -0.535
C 0.537958 0.382349 0.363504 0.919 -0.073 2.088 0.129
C -0.299163 0.640001 -0.465870 -0.430 0.148 -0.459 0.542
C -1.402664 1.040993 -1.278022 -3.905 -0.881 -2.602 -0.668
C -2.499146 0.087005 -1.832701 2.130 2.538 0.334 -0.564
H 2.919243 -1.533231 1.791797 -2.314 -0.362 -3.111 0.247
H 1.459853 -2.302548 0.505576 2.955 4.167 2.365 0.274
H 2.280112 1.136318 1.747166 -2.271 -4.061 -0.734 0.268
H 0.746254 -0.107507 2.581171 2.336 0.102 -3.079 0.233
H -1.444750 2.466414 -1.502476 -0.371 -4.938 0.833 0.210
H -3.430907 0.719344 -2.136596 1.832 -1.520 0.157 0.228
H -2.590522 -1.244787 -2.182434 0.827 4.636 1.843 0.233
N 2.259216 -1.311455 0.875869 -1.151 -0.462 3.254 -0.597
```
Forces are in eV/Å.

=====

# 6
Entry from the Open Molecules 2025 dataset: a molecular structure, C22H16BrCl2I2MnN4O2S2 (ωB97M-V with the def2-TZVPD basis set).

Its highest occupied orbital energy (alpha / beta) is -8.41 / -8.47 eV. The spin multiplicity is 5. The calculation puts the LUMO energy (alpha / beta) at -1.2 / -1.2 eV.

XYZ file:
```
52
Properties=species:S:1:pos:R:3:forces:R:3:lowdin_spin:R:1
Mn 1.101563 0.188133 -0.645709 -0.025 0.389 0.089 4.001
N -5.042706 -0.209691 4.388918 0.081 0.035 -0.056 0.000
C -3.977370 0.366933 3.708639 -0.123 -0.125 0.090 0.000
C -3.964885 1.734597 3.443094 0.036 0.118 -0.039 0.000
C -2.879641 2.316217 2.810618 -0.048 -0.116 -0.057 0.001
C -1.797299 1.530431 2.446594 -0.114 -0.080 0.096 0.001
C -1.792276 0.164366 2.711624 -0.048 0.140 0.047 0.001
C -2.878677 -0.414245 3.333265 0.013 -0.053 0.003 0.000
S -0.402020 2.276949 1.700763 0.189 -0.019 -0.238 0.007
O -0.731131 3.636228 1.401112 0.041 0.156 0.077 0.000
O 0.758825 1.964393 2.478879 0.069 0.006 0.040 0.000
N -0.198479 1.437124 0.299477 -0.280 -0.380 -0.235 0.021
C -1.147335 1.400957 -0.681032 -0.008 0.063 0.260 0.013
N -0.753790 0.559991 -1.672499 0.129 0.091 0.063 0.013
C -1.542730 0.422302 -2.728985 0.087 -0.163 -0.196 0.005
C -2.745718 1.089039 -2.816915 -0.008 0.059 0.100 0.003
C -3.076512 1.895603 -1.732589 0.019 0.017 0.063 0.005
N -2.299521 2.063746 -0.669545 -0.111 0.019 -0.047 0.002
H -5.911888 0.295823 4.360793 -0.009 0.018 0.000 0.000
H -5.159688 -1.201673 4.270108 0.005 -0.014 0.001 0.000
H -4.812687 2.342190 3.737400 0.018 0.006 -0.007 0.000
H -2.860531 3.372657 2.581201 -0.020 -0.005 0.015 0.000
H -0.930065 -0.432069 2.440897 0.009 -0.013 0.011 0.000
H -2.884375 -1.475924 3.551752 0.022 0.011 -0.011 0.000
H -1.197700 -0.245042 -3.512310 0.031 0.012 0.024 0.000
H -3.390942 0.979749 -3.674248 -0.018 0.017 0.014 0.000
H -4.017307 2.435986 -1.712488 0.002 -0.006 -0.022 0.000
Cl 1.098260 -2.316190 -1.412633 -0.084 -0.197 0.126 0.044
C 1.227389 -1.850565 -3.090710 -0.047 -0.040 -0.196 0.007
C 0.627662 -2.686133 -4.016296 -0.014 -0.018 0.037 0.000
C 0.709391 -2.368661 -5.360557 -0.017 -0.031 0.006 0.005
C 1.384285 -1.225965 -5.753723 0.020 0.045 -0.027 0.000
C 1.970010 -0.401701 -4.806435 -0.031 -0.028 -0.108 0.004
Cl 2.797444 1.010573 -5.362955 0.004 0.012 0.017 -0.001
C 1.911990 -0.680736 -3.434796 0.073 0.136 0.182 0.009
S 2.687482 0.374208 -2.256400 0.146 -0.124 -0.273 0.003
H 0.112715 -3.575787 -3.681350 0.005 0.008 0.006 0.000
H 0.253609 -3.015061 -6.097730 0.004 0.011 -0.006 0.000
H 1.463689 -0.961759 -6.799109 0.006 0.008 0.012 0.000
I 4.973692 -2.312077 -0.472277 0.076 -0.026 -0.082 0.002
I 6.799485 -3.943748 -1.530747 -0.106 0.061 0.082 0.003
Br 4.910330 -0.882500 4.666093 -0.001 -0.002 -0.002 0.006
C 3.894534 -0.581592 3.098321 -0.065 -0.028 -0.006 0.024
C 4.309079 0.379408 2.191770 0.022 -0.027 0.019 -0.010
C 3.567790 0.588364 1.037771 0.090 0.120 -0.114 0.006
C 2.416580 -0.146724 0.792087 -0.021 -0.004 0.265 -0.164
C 2.013273 -1.101200 1.721377 0.018 -0.056 -0.020 0.002
C 2.750723 -1.330381 2.876375 -0.009 0.025 -0.039 -0.012
H 5.204556 0.955088 2.380794 -0.004 0.002 -0.002 -0.002
H 3.905065 1.342581 0.335476 -0.020 -0.014 0.009 0.000
H 1.111405 -1.687713 1.564936 -0.004 -0.014 0.013 0.000
H 2.434429 -2.076507 3.591925 0.017 0.000 0.013 -0.002
```
Forces are in eV/Å.